[1]
The following is a DFT calculation (ωB97M-V with the def2-TZVPD basis set) of a structure of composition C28H62O38S8.

Values from the calculation:
E_tot: -7148.31786 Ha
HOMO-LUMO gap: 9.8477 eV
HOMO energy: -9.525 eV

Atoms and positions in Å:
C  -4.2105  -2.6168  -4.2965
O  -3.7803  -2.5117  -2.8925
C  -2.6399  -3.2995  -2.6663
C  -2.2918  -3.1280  -1.2079
O  -3.1838  -3.7777  -0.4316
C  -2.7037  -3.8551  0.9261
H  -5.1254  -2.0783  -4.4501
H  -4.3711  -3.6396  -4.6508
H  -3.4492  -2.1925  -5.0003
H  -1.7870  -3.1019  -3.3370
H  -2.9261  -4.3347  -2.9362
H  -2.1473  -2.0913  -1.0782
H  -1.3735  -3.6988  -1.2196
H  -3.5273  -4.3641  1.4721
H  -2.5581  -2.8120  1.3272
H  -1.7330  -4.4367  0.9260
C  5.2763  -2.7417  -5.7780
O  4.3190  -2.4222  -4.7692
C  3.2094  -2.0177  -5.5113
C  1.9520  -2.2796  -4.6881
O  1.9801  -1.4597  -3.5106
C  1.0856  -2.1403  -2.5792
H  6.2993  -2.8840  -5.3648
H  5.2449  -1.9770  -6.5924
H  5.0533  -3.6320  -6.3287
H  3.0672  -2.7133  -6.3473
H  3.2850  -0.9708  -5.8659
H  2.0418  -3.2832  -4.3361
H  1.0536  -2.0861  -5.2949
H  1.1710  -1.7032  -1.5666
H  1.3239  -3.2516  -2.4645
H  0.1013  -2.1344  -3.0999
C  -1.9038  -3.4624  4.7453
O  -1.4138  -2.6123  5.7186
C  -0.0206  -2.3192  5.5833
C  0.3887  -0.9635  6.1976
O  0.5079  -0.9785  7.6132
C  -0.5810  -0.7373  8.3939
H  -2.7822  -3.9158  5.1686
H  -1.1463  -4.1934  4.3471
H  -2.1906  -2.9029  3.8452
H  0.2655  -2.2678  4.5207
H  0.5117  -3.2145  6.0012
H  -0.3063  -0.1149  5.9037
H  1.4499  -0.7281  5.7807
H  -0.2990  -0.6538  9.4207
H  -1.3124  -1.5425  8.3879
H  -1.1719  0.1436  8.0557
C  -5.2908  -1.6304  -0.1656
C  -5.1186  -1.2114  1.3173
O  -6.3819  -0.5412  1.5654
S  -6.9048  0.2607  0.3361
O  -6.3783  1.6445  0.2983
O  -8.3016  0.1343  0.1585
O  -6.0230  -0.5508  -0.7085
H  -5.7501  -2.6484  -0.2964
H  -4.3159  -1.6646  -0.6418
H  -4.2835  -0.4768  1.4521
H  -5.0986  -2.0501  2.0451
C  -2.4506  3.8559  3.2339
C  -3.2288  5.0549  3.7695
O  -2.2422  6.0843  3.8454
S  -0.7784  5.4504  4.1279
O  -0.3303  5.6444  5.4655
O  0.0367  5.8762  3.0465
O  -1.1590  3.9261  3.8691
H  -2.3387  3.9199  2.1474
H  -2.8619  2.9080  3.5348
H  -3.7108  4.9293  4.7564
H  -3.9025  5.5585  3.1273
C  1.2123  5.4401  0.2067
C  1.3245  5.2755  -1.3263
O  -0.0016  4.7240  -1.5786
S  -0.4948  3.8552  -0.3967
O  -0.4082  2.4475  -0.7437
O  -1.6924  4.3686  0.1839
O  0.7671  4.0962  0.5191
H  0.3999  6.2041  0.3623
H  2.1367  5.6345  0.7083
H  2.1156  4.5828  -1.6437
H  1.2290  6.1951  -1.8740
C  4.9263  -1.3340  -2.1192
C  6.0889  -0.4082  -2.4715
O  6.5787  -0.2320  -1.1245
S  5.6324  -0.5762  0.0689
O  5.4083  0.5928  0.9325
O  6.0952  -1.7521  0.6751
O  4.4143  -0.9249  -0.8564
H  5.2637  -2.3168  -1.8764
H  4.1960  -1.3120  -2.9508
H  5.7075  0.5058  -2.9178
H  6.9525  -0.7931  -2.9947
C  1.2152  1.6260  -3.8093
C  1.8672  1.5621  -2.4227
O  3.2876  1.2928  -2.7251
S  3.5457  2.3666  -3.9089
O  4.7292  2.0791  -4.6376
O  3.3862  3.6524  -3.3421
O  2.2992  1.9811  -4.7525
H  0.4063  2.2771  -3.9430
H  0.9035  0.6052  -4.0157
H  1.4510  0.7177  -1.8310
H  1.8445  2.5026  -1.8932
C  -4.4115  2.2751  -2.5382
C  -3.9765  3.4993  -1.7253
O  -3.0565  4.1588  -2.5401
S  -2.7907  3.4027  -3.9334
O  -1.8285  2.3696  -3.7375
O  -2.6489  4.3421  -4.9672
O  -4.2404  2.6947  -3.8954
H  -5.4219  2.0325  -2.3838
H  -3.8076  1.3823  -2.4338
H  -3.5356  3.2550  -0.7247
H  -4.7994  4.1248  -1.4865
C  4.7837  -3.4676  2.6888
C  4.4214  -1.9774  2.9266
O  3.2311  -1.7274  2.0545
S  2.7298  -3.1007  1.4116
O  3.3832  -3.2008  0.1481
O  1.3011  -3.1331  1.4558
O  3.4250  -4.0283  2.5246
H  5.1762  -3.9738  3.5663
H  5.3137  -3.6068  1.7716
H  5.1733  -1.2207  2.7149
H  4.1369  -1.8836  3.9662
C  1.3861  0.9585  1.5150
C  0.5499  1.6615  2.6056
O  -0.8315  1.3825  2.2227
S  -0.9572  -0.1034  1.6579
O  -1.9006  -0.0593  0.6042
O  -1.1432  -0.9939  2.7161
O  0.5712  -0.2025  1.1359
H  2.2419  0.5643  2.0094
H  1.6197  1.4318  0.5432
H  0.6081  2.7282  2.7370
H  0.6721  1.1048  3.5344

[2]
The following is a DFT calculation (ωB97M-V with the def2-TZVPD basis set) of a cluster of 2 separate species, CHFIN in total.

Values from the calculation:
E_tot: -490.79379 Ha
spin multiplicity: 3
HOMO-LUMO gap (alpha / beta): 7.4651 / 5.8341 eV
HOMO energy (alpha / beta): -6.859 / -10.087 eV
relative energy (zero: lowest compared OMol25 entry of this formula, charge and spin): 1.2544 eV

Atoms and positions in Å:
C  -0.2520  0.2245  -0.0436
N  0.7987  0.7870  -0.0069
F  -0.0431  -1.8556  0.0194
I  -2.2250  0.4642  0.0143
H  1.7214  0.3798  0.0168

[3]
The following is a DFT calculation (ωB97M-V with the def2-TZVPD basis set) of a structure of composition C6H18N4S2.

Values from the calculation:
E_tot: -1254.11311 Ha
HOMO-LUMO gap: 7.1721 eV
HOMO energy: -13.869 eV
relative energy (zero: lowest compared OMol25 entry of this formula, charge and spin): 0.6896 eV
total charge: +2

Atoms and positions in Å:
C  4.3043  -0.7822  -1.2327
C  2.7789  -1.0065  0.9356
C  6.5396  1.8773  -0.7144
C  -10.3483  -1.5868  -0.5935
C  6.7429  -0.3293  0.4115
C  -9.2868  0.2140  0.7051
N  7.0058  0.4597  -0.6292
N  -10.2859  -0.2857  0.1434
N  5.0225  -0.9477  0.1068
N  4.1889  -0.3240  1.0398
S  2.5566  -1.2234  -0.9501
S  1.5012  -0.1046  1.8786
H  4.5756  0.2788  -1.5419
H  4.7736  -1.4636  -1.9841
H  2.8275  -1.8860  1.4780
H  5.6691  1.9335  -0.1197
H  7.2981  2.5530  -0.3039
H  6.0613  2.1193  -1.7011
H  -10.5029  -2.4219  0.0593
H  -11.0431  -1.5640  -1.5078
H  -9.2655  -1.6967  -0.8517
H  6.5972  0.2100  1.3835
H  7.1965  -1.2772  0.5853
H  -8.2760  -0.1320  0.4095
H  -9.3308  1.2462  1.1495
H  7.4301  0.0333  -1.4017
H  -11.1629  -0.0566  0.4865
H  5.0494  -1.9913  0.3395
H  4.1635  0.6868  0.9202
H  1.4080  1.1571  1.4373

[4]
The following is a DFT calculation (ωB97M-V with the def2-TZVPD basis set) of a structure of composition C41H36N4OP2Re.

Values from the calculation:
E_tot: -2638.84391 Ha
spin multiplicity: 4
HOMO-LUMO gap (alpha / beta): 8.1516 / 5.8246 eV
HOMO energy (alpha / beta): -12.738 / -12.714 eV
total charge: +2

Atoms and positions in Å:
Re  -0.1359  0.3489  -0.3382
C  -1.9127  3.2460  0.0655
P  -1.8842  1.9233  -1.2067
C  -1.3836  2.6436  -2.7836
C  -0.5241  3.7378  -2.8445
C  -0.0855  4.2051  -4.0740
C  -0.4857  3.5732  -5.2431
C  -1.3290  2.4720  -5.1851
C  -1.7790  2.0060  -3.9594
C  -3.5708  1.3374  -1.4526
C  -3.8748  -0.0194  -1.4198
C  -5.1765  -0.4462  -1.6448
C  -6.1744  0.4825  -1.8977
C  -5.8744  1.8401  -1.9375
C  -4.5763  2.2686  -1.7207
C  -1.0571  2.8514  1.2337
C  -0.9384  3.4163  2.4735
C  -0.0364  2.6073  3.2251
C  0.3594  1.5823  2.4139
C  1.2071  0.3682  2.6796
P  1.8603  -0.0655  1.0335
C  2.4331  -1.7644  0.8931
C  1.9817  -2.7548  1.7642
C  2.3369  -4.0789  1.5500
C  3.1310  -4.4196  0.4645
C  3.5755  -3.4353  -0.4102
C  3.2267  -2.1105  -0.2024
C  3.2600  1.0396  0.7886
C  4.5432  0.5917  1.1092
C  5.6139  1.4682  1.0516
C  5.4097  2.7928  0.6894
C  4.1324  3.2450  0.3895
C  3.0547  2.3741  0.4388
N  -0.2461  1.7300  1.1687
H  -2.9501  3.3861  0.3733
H  -1.5909  4.1845  -0.3876
H  -0.1843  4.2281  -1.9409
H  0.5674  5.0669  -4.1188
H  -0.1457  3.9437  -6.2010
H  -1.6489  1.9842  -6.0962
H  -2.4551  1.1594  -3.9198
H  -3.0905  -0.7458  -1.2418
H  -5.4111  -1.5026  -1.6320
H  -7.1890  0.1507  -2.0722
H  -6.6522  2.5628  -2.1437
H  -4.3437  3.3263  -1.7697
H  -1.4417  4.3057  2.8175
H  0.2721  2.7669  4.2460
H  0.6094  -0.4587  3.0727
H  2.0201  0.5677  3.3769
H  1.3793  -2.4990  2.6272
H  2.0072  -4.8439  2.2403
H  3.4163  -5.4511  0.3065
H  4.2075  -3.6978  -1.2484
H  3.5853  -1.3435  -0.8804
H  4.7108  -0.4385  1.3989
H  6.6073  1.1175  1.2965
H  6.2475  3.4761  0.6493
H  3.9731  4.2825  0.1261
H  2.0599  2.7354  0.2219
O  0.9937  1.3088  -1.5651
C  1.7028  1.0074  -2.6636
C  2.5744  1.9818  -3.1483
C  3.3359  1.7462  -4.2725
C  3.2436  0.5250  -4.9401
C  2.3830  -0.4398  -4.4680
C  1.5948  -0.2209  -3.3299
C  0.6816  -1.2486  -2.8617
N  -0.0672  -1.2331  -1.7503
C  -0.7579  -2.4360  -1.7013
C  -0.4334  -3.1730  -2.7838
N  0.4632  -2.4135  -3.4981
H  2.6364  2.9188  -2.6118
H  4.0106  2.5106  -4.6339
H  3.8433  0.3329  -5.8184
H  2.3345  -1.3836  -4.9968
H  -1.4209  -2.6807  -0.8924
H  -0.7512  -4.1480  -3.1070
H  0.8833  -2.6820  -4.3719
C  -3.0153  -2.1124  2.5211
C  -2.1078  -1.3858  1.6538
N  -1.4112  -0.7865  0.9708
H  -2.6309  -3.1139  2.7106
H  -3.9925  -2.1817  2.0434
H  -3.1153  -1.5770  3.4653